[1]
85
Properties=species:S:1:pos:R:3 method="wB97M-V/def2-TZVPD" charge=+2 homo_energy_ev="-13.97 / -14.00" spin_multiplicity=3 orbital_gap_ev="7.04 / 6.11" e_above_lowest_kj_mol=81.0 lumo_energy_ev="-6.934 / -7.885"
Mo 0.66 0.74 -0.85
C -2.49 3.08 0.23
Sb -1.78 1.08 0.35
C 0.48 0.54 -2.72
C 0.24 -0.61 -3.65
C -1.02 -0.87 -4.17
C -1.17 -1.97 -5.00
C -0.06 -2.75 -5.28
C 1.16 -2.40 -4.71
N 1.32 -1.34 -3.91
Si 0.90 2.12 -3.97
C -0.71 3.03 -3.92
C 1.22 1.36 -5.61
C 2.38 3.09 -3.47
C -1.19 0.59 2.41
C 0.30 0.33 2.38
C 1.07 0.14 3.54
C 2.44 0.01 3.46
C 3.10 0.06 2.23
C 2.30 0.21 1.14
N 0.97 0.32 1.22
Si -1.66 2.01 3.69
C -3.37 2.66 3.28
C -0.40 3.36 3.61
C -1.69 1.41 5.45
Si -2.16 -1.04 2.92
C -1.29 -1.91 4.31
C -2.25 -2.27 1.55
C -3.92 -0.59 3.32
H -2.26 3.41 -0.78
H -1.97 3.69 0.96
H -3.56 3.10 0.40
H -1.86 -0.23 -3.92
H -2.14 -2.21 -5.42
H -0.13 -3.61 -5.94
H 2.05 -2.97 -4.92
H -1.52 2.44 -4.35
H -0.61 3.95 -4.51
H -0.97 3.31 -2.90
H 0.36 0.80 -6.00
H 2.08 0.69 -5.57
H 1.45 2.17 -6.30
H 2.12 4.02 -2.96
H 2.92 3.36 -4.39
H 3.08 2.53 -2.85
H 0.57 0.12 4.50
H 3.01 -0.12 4.38
H 4.18 0.01 2.16
H 2.73 0.28 0.11
H -3.33 3.68 2.89
H -3.96 2.69 4.20
H -3.93 2.04 2.58
H -0.58 4.05 2.78
H 0.62 3.00 3.53
H -0.47 3.94 4.54
H -2.37 0.58 5.64
H -2.06 2.26 6.03
H -0.71 1.15 5.85
H -0.32 -2.29 3.98
H -1.90 -2.78 4.56
H -1.15 -1.33 5.22
H -1.29 -2.76 1.38
H -2.60 -1.89 0.59
H -2.97 -3.04 1.86
H -4.04 0.17 4.09
H -4.41 -1.50 3.68
H -4.46 -0.27 2.43
F 0.42 3.68 -1.09
C 1.05 2.79 -0.28
F 2.37 3.07 -0.34
F 0.66 3.12 0.99
C 3.76 -3.75 -0.15
N 2.67 -2.81 -0.43
C 1.47 -3.01 -0.97
S 0.21 -1.81 -0.86
N 1.12 -4.13 -1.59
C 1.91 -5.29 -2.02
H 4.26 -3.41 0.75
H 4.49 -3.78 -0.97
H 3.38 -4.74 0.04
H 2.80 -1.88 -0.09
H 0.15 -4.13 -1.87
H 1.95 -6.06 -1.25
H 2.91 -4.99 -2.30
H 1.43 -5.69 -2.90

[2]
99
Properties=species:S:1:pos:R:3 method="wB97M-V/def2-TZVPD" smiles="O=C(C[C@@H]1OS(=O)(=O)O[C@@]1(Br)P(O)Br)c1ccccc1.CCOC(=O)C(F)(F)F.CCOC(=O)C(F)(F)F.CCOC(=O)C(F)(F)F.CCOC(=O)C(F)(F)F.CCOC(=O)C(F)(F)F" charge=0 homo_energy_ev=-9.30 spin_multiplicity=1 orbital_gap_ev=8.24 lumo_energy_ev=-1.057
O -0.29 2.82 4.12
C -1.12 2.65 3.08
C -0.79 3.52 1.70
C -1.59 2.99 0.37
O -0.67 2.08 -0.39
S -1.61 1.90 -1.84
O -0.89 1.39 -3.12
O -2.90 1.01 -1.75
O -1.86 3.61 -2.01
C -2.27 4.12 -0.66
Br -1.68 6.03 -0.52
P -4.20 4.05 -0.85
O -4.70 5.71 -1.03
Br -5.21 3.33 1.06
C -2.43 1.63 3.22
C -3.73 2.10 4.11
C -5.01 1.02 4.15
C -4.93 -0.40 3.33
C -3.60 -0.86 2.45
C -2.32 0.18 2.40
H -0.98 4.65 1.98
H 0.38 3.41 1.53
H -2.52 2.26 0.51
H -4.82 6.04 -0.08
H -3.81 3.12 4.68
H -5.97 1.32 4.74
H -5.84 -1.17 3.31
H -3.52 -1.87 1.86
H -1.33 -0.02 1.79
C 1.05 4.96 -2.90
C 2.27 4.37 -2.22
O 3.45 4.63 -2.98
C 4.04 5.86 -2.78
O 3.60 6.71 -2.01
C 5.31 5.99 -3.62
F 5.16 5.53 -4.89
F 6.35 5.29 -3.08
F 5.74 7.28 -3.73
H 0.98 4.60 -3.93
H 0.14 4.69 -2.37
H 1.12 6.05 -2.95
H 2.17 3.28 -2.16
H 2.37 4.73 -1.19
C 1.09 -2.49 -2.94
C 1.21 -2.11 -1.48
O 0.04 -2.52 -0.75
C 0.02 -3.82 -0.32
O 0.93 -4.62 -0.52
C -1.25 -4.11 0.48
F -2.37 -3.59 -0.10
F -1.19 -3.58 1.74
F -1.49 -5.44 0.64
H 0.16 -2.09 -3.37
H 1.94 -2.11 -3.51
H 1.05 -3.58 -3.06
H 1.27 -1.02 -1.39
H 2.12 -2.52 -1.02
C 5.96 5.98 -7.38
C 6.19 6.76 -8.66
O 5.55 6.11 -9.77
C 4.21 6.37 -9.94
O 3.56 7.12 -9.21
C 3.67 5.66 -11.17
F 4.11 4.37 -11.27
F 4.05 6.27 -12.33
F 2.31 5.60 -11.20
H 6.29 4.94 -7.51
H 6.52 6.43 -6.55
H 4.90 5.95 -7.12
H 7.26 6.79 -8.89
H 5.85 7.80 -8.57
C 1.87 -7.28 1.94
C 0.87 -6.45 2.72
O 0.79 -6.90 4.08
C 1.74 -6.41 4.93
O 2.63 -5.62 4.59
C 1.51 -6.93 6.35
F 1.22 -8.26 6.39
F 0.48 -6.29 6.97
F 2.60 -6.76 7.16
H 1.63 -8.35 2.02
H 1.87 -6.99 0.88
H 2.88 -7.15 2.34
H -0.13 -6.58 2.29
H 1.11 -5.38 2.67
C -2.57 -7.16 7.62
C -3.05 -5.75 7.32
O -3.91 -5.75 6.17
C -5.23 -6.05 6.41
O -5.68 -6.32 7.52
C -6.04 -5.96 5.12
F -5.41 -6.54 4.06
F -6.29 -4.67 4.76
F -7.26 -6.57 5.21
H -2.10 -7.61 6.74
H -1.85 -7.16 8.44
H -3.41 -7.81 7.90
H -2.19 -5.12 7.07
H -3.54 -5.30 8.19

[3]
71
Properties=species:S:1:pos:R:3 method="wB97M-V/def2-TZVPD" charge=+1 homo_energy_ev=-11.06 spin_multiplicity=1 orbital_gap_ev=8.65 e_above_lowest_kj_mol=63.5 lumo_energy_ev=-2.407
Rb 0.08 -1.90 0.32
C -3.22 -1.97 1.78
C -3.25 -0.44 1.68
N -2.09 0.14 0.99
C -1.37 1.18 1.73
C -0.81 0.74 3.08
N 0.04 -0.45 3.02
C -0.32 -1.53 3.95
C -1.72 -2.09 3.76
N -2.01 -2.51 2.38
H -4.13 -2.27 2.32
H -3.30 -2.39 0.77
H -4.18 -0.17 1.17
H -3.34 -0.01 2.68
H -2.41 0.57 0.13
H -0.54 1.51 1.09
H -2.00 2.06 1.92
H -0.26 1.59 3.49
H -1.63 0.57 3.78
H 1.00 -0.18 3.22
H 0.41 -2.33 3.81
H -0.24 -1.21 5.00
H -1.83 -2.93 4.44
H -2.47 -1.36 4.08
H -2.08 -3.53 2.38
Cl 3.14 -2.91 0.79
C 3.46 -3.52 -0.85
Cl 2.22 -3.02 -2.01
H 3.48 -4.60 -0.81
H 4.42 -3.12 -1.17
N -3.12 -3.90 -3.73
C -3.67 -2.52 -3.93
C -2.53 -1.51 -4.17
N -2.21 -0.63 -3.06
H -3.85 -4.59 -3.58
H -2.46 -3.87 -2.85
H -2.58 -4.19 -4.54
H -4.20 -2.28 -3.01
H -4.39 -2.54 -4.74
H -2.77 -0.91 -5.04
H -1.62 -2.06 -4.44
H -1.93 -1.12 -2.23
H -2.96 0.01 -2.85
C 1.02 2.39 -1.80
C 1.12 1.03 -1.57
N 1.69 0.52 -0.48
C 2.21 1.38 0.40
C 2.19 2.76 0.26
C 1.55 3.27 -0.87
C 2.77 3.61 1.32
C 3.53 4.70 1.20
C 4.10 5.31 -0.01
C 4.59 6.61 0.04
C 5.13 7.13 -1.12
N 5.20 6.43 -2.25
C 4.71 5.20 -2.19
N 4.16 4.60 -1.14
H 0.53 2.76 -2.69
H 0.72 0.32 -2.28
H 2.67 0.94 1.28
H 1.49 4.34 -1.02
H 2.52 3.30 2.33
H 3.80 5.20 2.12
H 4.56 7.19 0.96
H 5.53 8.14 -1.15
H 4.76 4.61 -3.10
N -1.72 -5.74 2.32
C -1.47 -5.70 1.19
N -1.16 -5.68 -0.09
C -1.42 -4.68 -0.82
N -1.57 -3.78 -1.57

[4]
7
Properties=species:S:1:pos:R:3 method="wB97M-V/def2-TZVPD" charge=0 homo_energy_ev=-11.52 spin_multiplicity=1 orbital_gap_ev=11.91 e_above_lowest_kj_mol=70.8 lumo_energy_ev=0.390
C -0.14 1.30 -0.45
C -2.13 -0.91 0.01
C 1.41 -0.37 0.35
N -0.77 2.06 -1.03
N 0.56 0.48 0.32
O -1.21 -1.53 -0.09
O 2.27 -1.15 0.52